A 6-piece molecular cluster, C48H62FN7O5P2 overall, computed with wB97M-V/def2-TZVPD.

Structure (XYZ):
```
125
Properties=species:S:1:pos:R:3:mulliken_charge:R:1
C -10.3529 8.3997 1.5441 -0.5612
O -10.2096 6.9418 1.6849 -0.2970
C -9.0858 6.5898 2.5691 -0.3653
C -9.4160 5.0660 3.1479 -0.6621
C -8.0057 4.3232 3.5398 -0.2642
C -7.8155 2.8413 2.7906 -0.5610
C -6.5529 2.8953 1.7249 -0.7378
C -5.1953 2.1244 2.2960 -0.4539
C -4.6399 0.9446 1.2910 -0.5670
C -3.3895 1.4592 0.3087 -0.4845
C -1.9593 0.8462 0.8268 -0.8767
C -0.7377 0.9545 -0.3030 -0.0716
C -0.5396 -0.5117 -1.0066 -0.6226
C 1.0156 -1.0388 -1.0899 0.3773
C 2.0890 -0.6367 0.0802 -0.7624
C 3.6409 -1.1645 0.0233 0.1413
P 4.8046 -0.5673 1.4276 0.4365
C 4.0164 0.8985 2.4193 -0.9295
O 6.2722 0.1453 0.7433 -0.5291
C 4.1126 -2.1523 -1.2041 0.2980
P 5.8717 -2.8739 -1.3516 0.9843
O 5.7916 -4.4401 -1.7292 -0.7044
O 6.8253 -2.1563 -2.6677 -0.5714
O 6.8491 -2.7845 0.0817 -0.4257
C 2.9977 -2.5449 -2.3883 -0.2091
N 3.5138 -3.4120 -3.5031 -0.4380
C 2.4800 -3.7564 -4.5318 -0.5877
C 0.9625 -3.1809 -4.4326 0.3621
C -0.0645 -3.6131 -5.6806 0.1910
C -0.9045 -2.2658 -6.1799 -0.9320
F 0.6568 -4.1326 -6.8701 -0.3377
N 0.3750 -2.2773 -3.3860 -0.3346
C 1.4589 -2.0113 -2.3771 0.2717
H -10.3043 8.9114 2.6038 0.2615
H -11.4148 8.6156 1.1010 0.2201
H -9.5350 8.8620 0.8436 0.2302
H -8.0543 6.6017 1.9932 0.2419
H -8.9970 7.2814 3.5326 0.2630
H -10.0823 5.2102 4.1001 0.2082
H -10.0582 4.5019 2.3408 0.2819
H -7.0773 4.9920 3.2416 0.1742
H -7.9653 4.2148 4.7263 0.2487
H -8.8215 2.6480 2.1850 0.3751
H -7.7300 1.9917 3.5914 0.2956
H -6.2628 4.0070 1.4734 0.2525
H -6.9233 2.3957 0.7310 0.3723
H -4.3326 2.8742 2.5646 0.3087
H -5.5315 1.6295 3.3259 0.1259
H -5.5652 0.5999 0.6292 0.3378
H -4.3226 0.0092 1.9459 0.3200
H -3.4390 2.6477 0.3661 0.2389
H -3.7018 1.0994 -0.7832 0.2479
H -2.1356 -0.2615 1.1856 0.3355
H -1.6458 1.4709 1.7827 0.2432
H -1.1547 1.7108 -1.1271 0.2459
H 0.2375 1.4469 0.1154 0.3023
H -1.2310 -1.3328 -0.4838 0.3006
H -0.9861 -0.4115 -2.1093 0.1052
H 1.6845 0.0513 0.9598 0.2540
H 3.6922 0.5742 3.5022 0.3086
H 3.1342 1.4189 1.8520 0.2571
H 4.8615 1.7306 2.5459 0.3075
H 6.3174 -0.1886 -0.2207 0.3159
H 7.2865 -2.9496 -3.1170 0.3242
H 6.7595 -3.6764 0.5359 0.2739
H 2.7926 -4.4527 -5.4384 0.4353
H -0.8694 -4.3714 -5.2669 0.2614
H -1.8270 -2.5404 -6.8686 0.3025
H -0.2235 -1.5274 -6.8171 0.2517
H -1.3310 -1.6277 -5.2956 0.2481
C 10.6307 -4.8941 2.8566 -0.1824
C 9.8546 -3.8419 3.3310 -0.4050
C 8.4781 -3.9306 3.1985 -0.1295
N 7.8440 -4.9800 2.6308 -0.5504
C 8.6240 -5.9855 2.1780 -0.1769
C 10.0067 -5.9895 2.2686 -0.3628
H 11.7127 -4.8608 2.9440 0.3587
H 10.3104 -2.9737 3.7932 0.3560
H 7.8290 -3.1366 3.5561 0.3787
H 8.0905 -6.8159 1.7241 0.3664
H 10.5832 -6.8257 1.8895 0.3619
C 5.1425 -2.7696 -6.2061 0.5099
C 6.4494 -3.2060 -6.3958 -0.6400
C 7.1291 -2.7711 -7.5223 -0.3045
N 6.5944 -1.9489 -8.4516 -0.5802
C 5.3234 -1.5433 -8.2413 -0.3102
C 4.5649 -1.9208 -7.1448 -0.4482
H 4.5785 -3.0883 -5.3344 0.3309
H 6.9276 -3.8686 -5.6833 0.4350
H 8.1523 -3.0813 -7.7132 0.3527
H 4.9160 -0.8850 -9.0035 0.3437
H 3.5487 -1.5626 -7.0256 0.4242
C -4.4276 3.5598 8.0754 -0.1207
C -5.0708 2.3267 8.0878 -0.6018
C -5.8279 1.9708 6.9831 -0.2102
N -5.9815 2.7547 5.8935 -0.0699
C -5.3466 3.9467 5.9111 0.1460
C -4.5652 4.3886 6.9666 -0.8733
H -3.8243 3.8727 8.9226 0.3612
H -4.9844 1.6584 8.9371 0.3779
H -6.3465 1.0173 6.9437 0.3618
H -5.4878 4.5589 5.0248 0.2621
H -4.0763 5.3554 6.9258 0.3753
C 1.0822 5.3364 -3.3556 -0.1234
C 1.7480 4.1305 -3.5480 -0.6682
C 1.6004 3.1398 -2.5904 -0.2269
N 0.8491 3.2780 -1.4761 -0.1545
C 0.2161 4.4604 -1.3158 -0.1033
C 0.2992 5.5082 -2.2187 -0.6451
H 1.1729 6.1358 -4.0852 0.3594
H 2.3667 3.9656 -4.4229 0.3692
H 2.0973 2.1799 -2.6970 0.4315
H -0.3795 4.5471 -0.4113 0.3821
H -0.2327 6.4357 -2.0399 0.3614
C 0.5547 -6.8783 -0.5024 -0.4903
C -0.1434 -6.9785 0.6964 -0.2772
C 0.0603 -6.0013 1.6575 -0.3311
N 0.9021 -4.9563 1.4999 -0.5165
C 1.5673 -4.8868 0.3264 -0.2746
C 1.4276 -5.8125 -0.6952 -0.2129
H 0.4201 -7.6247 -1.2798 0.3789
H -0.8301 -7.7975 0.8779 0.3634
H -0.4637 -6.0336 2.6083 0.3674
H 2.2391 -4.0390 0.2253 0.5905
H 1.9859 -5.7057 -1.6183 0.4306
```

As for the spin multiplicity: 1. The calculation puts the total energy at -3407.65727 a.u. As for the SMILES: COCCCCCCCCCCCc1cc(P(C)O)c(P(=O)(O)O)c2ncc([C@@H](C)F)nc12.c1ccncc1.c1ccncc1.c1ccncc1.c1ccncc1.c1ccncc1. As for the orbital gap: 0.234 hartree.